#i
This record from the Open Molecules 2025 dataset describes a cluster of 11 separate species, C33H88O11 in total. The level of theory is ωB97M-V/def2-TZVPD.

## Properties
structure (SMILES): CC(C)O.CC(C)O.CC(C)O.CC(C)O.CC(C)O.CC(C)O.CC(C)O.CC(C)O.CC(C)O.CC(C)O.CC(C)O
net charge: 0
E_LUMO: 0.24 eV

Cartesian coordinates (Å):
C 1.2588 2.4973 3.9860
C 1.1089 3.5895 2.9468
C -0.3450 3.7444 2.5322
O 1.6033 4.8024 3.5409
H 1.0210 1.5242 3.5515
H 0.6563 2.6800 4.8752
H 2.2992 2.4361 4.3228
H 1.7235 3.3214 2.0772
H -0.4498 4.5362 1.7857
H -0.9727 3.9667 3.3955
H -0.7059 2.7983 2.1213
H 1.4223 5.5201 2.9252
C 0.0323 -1.4406 -0.3222
C 0.4753 -0.1327 -0.9444
C 0.0839 1.0468 -0.0984
O 1.9022 -0.2248 -1.1412
H -0.9721 -1.3289 0.0799
H 0.7739 -1.6784 0.4432
H 0.0500 -2.2295 -1.0753
H 0.0687 -0.0026 -1.9557
H 0.5107 1.9839 -0.4661
H 0.3798 0.9773 0.9512
H -1.0048 1.1464 -0.1578
H 2.1493 0.5050 -1.7333
C 0.2340 6.7687 -1.5726
C -0.2346 5.9258 -0.4182
C -0.4442 4.4876 -0.8267
O 0.7344 5.9734 0.6665
H 0.5982 7.7349 -1.2353
H -0.5857 6.8855 -2.2888
H 1.0369 6.2664 -2.1220
H -1.1375 6.3253 0.0422
H -1.0894 4.4059 -1.7064
H -0.8198 3.8640 -0.0187
H 0.5077 4.0560 -1.1668
H 1.4737 5.4047 0.4249
C 4.3957 -2.2911 -2.1388
C 5.5139 -2.5585 -1.1617
C 5.6754 -4.0280 -0.8709
O 6.7621 -2.1059 -1.7141
H 4.1870 -1.2214 -2.2022
H 3.4882 -2.8176 -1.8360
H 4.6617 -2.6044 -3.1504
H 5.3231 -2.0560 -0.2106
H 5.9315 -4.6221 -1.7517
H 4.7417 -4.4523 -0.4863
H 6.4357 -4.2079 -0.1089
H 6.8654 -1.1740 -1.5002
C 2.1529 -3.8853 1.3811
C 2.1657 -5.4067 1.3894
C 2.1270 -5.9858 2.7714
O 0.9912 -5.9244 0.7036
H 1.9548 -3.4811 0.3845
H 3.1359 -3.5004 1.6750
H 1.4331 -3.4506 2.0788
H 3.0547 -5.7350 0.8392
H 2.9549 -5.6342 3.3947
H 2.2017 -7.0733 2.7583
H 1.2142 -5.6988 3.2971
H 1.0168 -5.6083 -0.2048
C 1.8663 0.4129 -4.5491
C 2.6874 1.6266 -4.1624
C 2.4769 2.7706 -5.1434
O 2.2975 2.0104 -2.8322
H 1.9159 -0.3774 -3.7971
H 2.2117 -0.0175 -5.4889
H 0.8177 0.6954 -4.6862
H 3.7478 1.3450 -4.1828
H 1.5147 3.2563 -4.9526
H 2.4689 2.4240 -6.1764
H 3.2513 3.5397 -5.0691
H 2.7610 2.8281 -2.6247
C -6.0691 4.1036 -1.4345
C -5.2215 2.9802 -0.8705
C -3.8193 2.9052 -1.4143
O -5.0793 3.1092 0.5619
H -5.6328 5.0679 -1.1555
H -7.0846 4.0834 -1.0314
H -6.1237 4.0584 -2.5212
H -5.7167 2.0184 -1.0704
H -3.2578 3.8224 -1.2266
H -3.8177 2.7101 -2.4865
H -3.2718 2.1160 -0.8925
H -5.9281 3.3633 0.9370
C -4.2376 -0.5245 1.2226
C -3.5506 0.3615 2.2698
C -2.4168 -0.3612 2.9515
O -3.0171 1.5361 1.6761
H -4.3981 -1.5236 1.6350
H -3.6465 -0.5584 0.3067
H -5.2352 -0.1403 0.9886
H -4.3186 0.6370 3.0074
H -1.9984 0.2082 3.7807
H -1.6202 -0.5599 2.2243
H -2.7256 -1.3433 3.3142
H -3.7429 2.0575 1.2979
C -3.1090 -4.7420 3.4010
C -2.2770 -5.0341 2.1682
C -1.6179 -3.7847 1.6201
O -1.2622 -5.9755 2.5538
H -2.5328 -4.1584 4.1236
H -3.4096 -5.6556 3.9114
H -3.9937 -4.1688 3.1115
H -2.9073 -5.4952 1.3980
H -1.2555 -3.1126 2.3999
H -2.3718 -3.1596 1.1049
H -0.8811 -3.9661 0.8381
H -0.5452 -5.8959 1.9124
C 3.5015 -0.2076 2.3715
C 4.1084 0.8572 1.4582
C 5.4350 1.3638 2.0013
O 4.3269 0.3600 0.1611
H 3.5063 0.0977 3.4188
H 4.0922 -1.1283 2.3093
H 2.4841 -0.4560 2.0598
H 3.4142 1.7160 1.4585
H 5.8862 2.1044 1.3443
H 6.1389 0.5262 2.0812
H 5.3005 1.7510 3.0110
H 3.4728 0.1117 -0.2345
C -3.1120 -2.2585 -2.4699
C -4.6146 -2.2973 -2.3777
C -5.2676 -1.3086 -3.3266
O -4.9794 -3.6459 -2.7041
H -2.8034 -2.4083 -3.5087
H -2.6089 -3.0178 -1.8719
H -2.7122 -1.2893 -2.1542
H -4.9217 -2.0942 -1.3431
H -6.3505 -1.4660 -3.3493
H -4.8798 -1.4010 -4.3393
H -5.1306 -0.2869 -2.9589
H -5.9371 -3.7286 -2.7397


#ii
This record from the Open Molecules 2025 dataset describes a cluster of 11 separate species, C33H88O11 in total. The level of theory is ωB97M-V/def2-TZVPD.

## Properties
structure (SMILES): CC(C)O.CC(C)O.CC(C)O.CC(C)O.CC(C)O.CC(C)O.CC(C)O.CC(C)O.CC(C)O.CC(C)O.CC(C)O
net charge: 0
E_LUMO: 0.17 eV

Cartesian coordinates (Å):
C -17.3060 16.4123 10.0512
C -16.4883 17.4623 10.8516
C -15.0583 17.0118 11.0767
O -16.2746 18.5573 10.0166
H -16.8901 16.1009 9.0931
H -18.3079 16.7480 9.7835
H -17.6219 15.6470 10.7601
H -16.8396 17.6213 11.8711
H -14.6465 16.5758 10.1665
H -14.9407 16.3360 11.9238
H -14.4375 17.8452 11.4056
H -15.8647 19.2623 10.5232
C -15.2813 10.8971 13.8746
C -14.0497 10.2617 14.4195
C -12.7216 10.8123 14.1176
O -14.2403 10.3956 15.8313
H -15.4439 11.8965 14.2782
H -16.2044 10.3464 14.0552
H -15.1326 11.1227 12.8186
H -14.1017 9.3029 13.9036
H -11.8623 10.2917 14.5404
H -12.6142 11.8593 14.4010
H -12.4568 10.7645 13.0614
H -13.7219 11.1416 16.1417
C -12.2841 13.5172 8.7771
C -12.4754 13.6500 7.2534
C -13.8665 13.3683 6.7835
O -12.1968 14.9740 6.9635
H -11.3735 13.9899 9.1449
H -12.2281 12.4924 9.1441
H -13.0944 14.0475 9.2775
H -11.7793 12.9020 6.8740
H -14.0785 12.2994 6.7604
H -14.1072 13.7820 5.8042
H -14.4716 13.7928 7.5847
H -12.6147 15.5844 7.5754
C -9.6430 12.3058 16.8799
C -9.2445 11.1387 17.9235
C -7.7240 10.7347 17.8311
O -9.4652 11.5808 19.2778
H -9.0046 13.1817 16.9953
H -10.6517 12.6256 17.1412
H -9.7589 11.8779 15.8841
H -9.8604 10.2507 17.7819
H -7.1916 11.6854 17.8603
H -7.5585 10.2703 16.8590
H -7.4067 10.1239 18.6763
H -10.1899 12.2040 19.3672
C -10.0384 13.2426 13.1114
C -10.4925 14.2229 12.0675
C -12.0148 14.6278 12.3018
O -9.8029 15.3816 12.3233
H -10.0880 13.5954 14.1415
H -9.0456 12.8489 12.8936
H -10.7596 12.4263 13.0719
H -10.3011 13.8295 11.0691
H -12.5296 14.1343 13.1262
H -12.5658 14.3282 11.4103
H -12.1592 15.6888 12.5057
H -10.1555 16.0731 11.7585
C -11.4725 20.0540 10.1172
C -10.5376 18.8729 10.6891
C -10.4557 18.9604 12.1941
O -11.0011 17.6142 10.3393
H -11.6277 19.7907 9.0709
H -10.9128 20.9892 10.1294
H -12.3904 20.1841 10.6904
H -9.5870 18.9344 10.1595
H -9.7594 18.1399 12.3674
H -11.4577 18.9910 12.6221
H -10.0279 19.9271 12.4598
H -10.6730 17.3424 9.4790
C -5.5991 13.6116 15.8898
C -4.8257 14.1021 14.6194
C -5.6774 14.2364 13.2941
O -4.2705 15.3498 14.8552
H -6.4354 14.2835 16.0827
H -4.9558 13.5644 16.7685
H -6.0245 12.6186 15.7444
H -4.1205 13.2846 14.4692
H -5.0722 14.4787 12.4205
H -6.4254 14.9956 13.5226
H -6.2232 13.3245 13.0521
H -4.2515 15.8670 14.0467
C -17.5975 12.8770 9.0869
C -16.4467 12.2458 9.9104
C -15.5283 13.3606 10.5726
O -17.0669 11.4139 10.9397
H -18.2350 13.3823 9.8124
H -18.2085 12.2219 8.4659
H -17.3042 13.5080 8.2480
H -15.8536 11.6502 9.2164
H -15.1606 14.1020 9.8632
H -14.6051 12.8213 10.7844
H -15.8943 13.8318 11.4849
H -17.0463 10.4972 10.6555
C -8.2190 8.5277 13.8270
C -9.4602 8.3069 12.9190
C -10.5920 7.4818 13.6411
O -10.1302 9.4067 12.4411
H -7.5405 9.2195 13.3279
H -7.5610 7.6892 14.0549
H -8.6131 9.0083 14.7224
H -9.0245 7.8628 12.0239
H -10.6491 7.7722 14.6901
H -10.4130 6.4067 13.6585
H -11.5690 7.5562 13.1636
H -9.5829 9.9784 11.8978
C -13.9101 17.2851 15.0012
C -13.6849 18.5134 15.9080
C -13.3003 18.0735 17.3023
O -12.7899 19.4824 15.4176
H -14.4300 16.4510 15.4723
H -13.0702 16.9394 14.3986
H -14.6202 17.6264 14.2479
H -14.6654 18.9881 15.9449
H -14.0886 17.4927 17.7812
H -13.0471 18.9310 17.9258
H -12.4840 17.3673 17.1504
H -12.8289 19.6027 14.4659
C -7.3347 12.1803 10.5821
C -8.2674 11.1777 9.8771
C -7.6671 9.7720 9.8592
O -9.5307 11.1387 10.4448
H -7.8344 13.1404 10.7107
H -6.4518 12.4205 9.9898
H -7.0058 11.8531 11.5684
H -8.3474 11.4811 8.8333
H -7.4220 9.4587 10.8741
H -6.7307 9.8165 9.3030
H -8.2831 8.9574 9.4784
H -10.1509 10.6791 9.8741


The structure with the most favorable energy is #i; the runner-up is 5.249 eV above it.


#i
This record from the Open Molecules 2025 dataset describes a structure of composition C32H22BBrF9N4O4PS3Se3Te2Ti. The level of theory is ωB97M-V/def2-TZVPD.

## Properties
net charge: -2
E_LUMO: 3.49 eV

Cartesian coordinates (Å):
Ti 2.2217 -1.3452 1.5539
Se 3.6378 -1.5152 3.5830
Te 5.9556 -1.0226 2.6973
Te 4.8143 -2.3216 0.5758
Se 6.2810 -1.6798 -1.3101
C 4.5056 1.1117 -0.8632
N 3.8425 2.3202 -0.4072
C 4.0067 3.5827 -0.9125
C 3.2031 4.3909 -0.1884
N 2.5409 3.6375 0.7502
B 1.4544 4.3977 1.6574
N 1.0156 3.5450 2.8437
C 1.7609 3.3830 3.9911
C 1.1238 2.5100 4.7944
N -0.0294 2.1348 4.1307
C -1.0327 1.2484 4.6728
C -0.0990 2.7755 2.9270
S -1.3491 2.6131 1.8032
C 2.9509 2.3648 0.6074
S 2.7813 1.0740 1.7575
H 5.0223 1.3291 -1.7930
H 3.7693 0.3272 -1.0372
H 5.2162 0.7638 -0.1175
H 4.6661 3.7789 -1.7390
H 3.0176 5.4474 -0.2664
H 2.0437 5.3782 2.0655
H 0.5332 4.6777 0.9451
H 2.6999 3.8919 4.1187
H 1.3910 2.0959 5.7503
H -1.3580 1.6191 5.6468
H -0.6336 0.2376 4.7664
H -1.8663 1.2291 3.9741
F -1.8323 4.6402 -5.5531
C -1.6754 3.6273 -4.6929
C -2.7080 2.7387 -4.4760
F -3.8644 2.8929 -5.1330
C -2.5325 1.6859 -3.5926
F -3.5629 0.8409 -3.4823
C -1.3537 1.4958 -2.8853
P -1.0342 0.0901 -1.6936
C -1.0388 -1.2049 -3.0039
C -2.1318 -1.9263 -3.4700
C -1.9712 -2.8731 -4.4714
C -0.7203 -3.1066 -5.0239
C 0.3760 -2.3872 -4.5703
C 0.2167 -1.4496 -3.5635
C -2.6950 -0.0129 -0.9298
C -3.2263 -1.2374 -0.5383
C -4.4401 -1.2944 0.1340
C -5.1164 -0.1294 0.4600
C -4.5647 1.0985 0.1228
C -3.3644 1.1536 -0.5636
C -0.3169 2.3966 -3.1485
Br 1.3691 2.1759 -2.3473
C -0.4736 3.4488 -4.0317
F 0.5147 4.3133 -4.2871
H -3.1162 -1.7474 -3.0590
H -2.8304 -3.4345 -4.8194
H -0.5960 -3.8596 -5.7929
H 1.3638 -2.5784 -4.9700
H 1.0838 -0.9255 -3.1762
H -2.6865 -2.1545 -0.7384
H -4.8396 -2.2564 0.4276
H -6.0560 -0.1762 0.9978
H -5.0568 2.0197 0.4093
H -2.9361 2.1216 -0.7958
O 1.8749 -3.2161 0.9828
S 1.7379 -2.9438 -0.5460
O 2.9105 -3.4641 -1.1869
O 1.8748 -1.4042 -0.4367
O 0.4663 -3.3503 -1.0487
F -1.3898 -7.0402 4.0754
C -1.1603 -5.8006 3.6139
C -2.0691 -5.1835 2.7725
F -3.1881 -5.8321 2.4120
C -1.8147 -3.9070 2.3087
F -2.7380 -3.3792 1.4980
C -0.6718 -3.1854 2.6470
Se -0.4673 -1.3858 1.9877
C 0.2044 -3.8373 3.4968
F 1.3132 -3.2235 3.9259
C -0.0184 -5.1179 3.9752
F 0.8649 -5.6957 4.8031


#ii
This record from the Open Molecules 2025 dataset describes a structure of composition C32H22BBrF9N4O4PS3Se3Te2Ti. The level of theory is ωB97M-V/def2-TZVPD.

## Properties
net charge: -2
E_LUMO: 3.28 eV

Cartesian coordinates (Å):
Ti 1.5995 0.3161 3.2277
Se 5.7934 2.0321 4.1953
Te 4.2750 0.1585 4.5100
Te 2.9072 0.8019 6.8215
Se 1.0147 -0.3446 5.6016
C 3.7601 3.4771 1.4674
N 2.3764 3.9250 1.5118
C 1.7987 4.7925 0.6162
C 0.5147 4.9523 1.0043
N 0.2973 4.1715 2.1174
B -1.1937 3.9860 2.6014
N -1.4542 2.8283 3.6136
C -2.1794 3.0104 4.7663
C -2.6028 1.8004 5.2001
N -2.1293 0.8705 4.3054
C -2.4413 -0.5532 4.3221
C -1.3871 1.5076 3.3802
S -0.5187 0.7311 2.1019
C 1.4478 3.5625 2.4261
S 1.8049 2.6879 3.8725
H 3.9634 3.0375 0.4921
H 3.9288 2.7320 2.2384
H 4.4304 4.3161 1.6520
H 2.3488 5.2034 -0.2112
H -0.2833 5.5233 0.5649
H -1.8248 3.7472 1.5974
H -1.5644 5.0114 3.1283
H -2.3582 3.9947 5.1575
H -3.1995 1.5155 6.0473
H -3.4270 -0.6739 4.7676
H -1.7101 -1.1018 4.9082
H -2.4608 -0.9456 3.3053
F -1.9408 3.2014 -6.0706
C -1.3977 2.4234 -5.1278
C -0.8528 1.2019 -5.4676
F -0.8667 0.8040 -6.7456
C -0.2867 0.4092 -4.4850
F 0.2442 -0.7448 -4.9019
C -0.2538 0.7828 -3.1482
P 0.5413 -0.2210 -1.7856
C 2.2641 -0.0726 -2.4093
C 2.8540 -0.8694 -3.3854
C 4.1740 -0.6575 -3.7582
C 4.9179 0.3514 -3.1621
C 4.3395 1.1458 -2.1827
C 3.0225 0.9296 -1.8062
C -0.0009 -1.9057 -2.2390
C 0.8102 -3.0076 -1.9820
C 0.3168 -4.2937 -2.1548
C -0.9871 -4.4955 -2.5788
C -1.8068 -3.4010 -2.8159
C -1.3216 -2.1182 -2.6316
C -0.8099 2.0274 -2.8336
Br -0.8180 2.6902 -1.0699
C -1.3694 2.8357 -3.8098
F -1.8971 4.0315 -3.5196
H 2.2873 -1.6690 -3.8439
H 4.6262 -1.2921 -4.5111
H 5.9527 0.5033 -3.4443
H 4.9254 1.9096 -1.6858
H 2.5842 1.5099 -1.0008
H 1.8137 -2.8621 -1.6070
H 0.9530 -5.1414 -1.9320
H -1.3746 -5.5002 -2.6974
H -2.8374 -3.5458 -3.1150
H -1.9899 -1.2764 -2.7737
O 2.4888 -1.5129 0.1774
S 2.9913 -0.9661 1.4000
O 2.1228 -1.4334 2.5988
O 2.6534 0.5384 1.5510
O 4.3835 -1.1842 1.6767
F -6.0489 -6.6041 -1.2360
C -5.2170 -5.6749 -0.7208
C -4.1577 -6.0436 0.0873
F -3.9601 -7.3507 0.3520
C -3.3169 -5.0816 0.6150
F -2.3142 -5.5296 1.3840
C -3.4691 -3.7111 0.3770
Se -2.2804 -2.4157 1.0591
C -4.5547 -3.3891 -0.4429
F -4.8148 -2.1090 -0.7566
C -5.4095 -4.3324 -0.9821
F -6.4393 -3.9568 -1.7685


The structure with the most favorable energy is #ii; the runner-up is 0.738 eV above it.


#i
This record from the Open Molecules 2025 dataset describes a cluster of 4 separate species, C2H12NO3 in total. The level of theory is ωB97M-V/def2-TZVPD.

## Properties
expectation value of S²: 0.75
net charge: 0
E_LUMO (alpha / beta): -0.07 / -0.10 eV
multiplicity: 2

Cartesian coordinates (Å):
C 0.4306 -1.1341 -1.7436
C -0.7143 -1.4080 -2.4118
N 0.3374 0.2782 -1.0593
H 1.4130 -1.5727 -1.5845
H -0.7944 -2.3272 -3.1477
H -1.6772 -0.9060 -2.3490
H 1.0763 0.9176 -1.3926
H -0.5304 0.6895 -1.1237
H 0.4833 0.3767 0.0601
H 2.1370 3.0831 -0.2044
H 1.0899 3.3693 -1.2361
O 1.2463 2.7271 -0.5688
H 2.2611 1.8721 3.6646
H 0.9450 1.8868 4.4536
O 1.4535 1.4042 3.6495
H -3.6718 -3.1008 1.0713
H -2.8277 -2.2247 0.3472
O -2.7702 -2.7262 1.1428


#ii
This record from the Open Molecules 2025 dataset describes a cluster of 4 separate species, C2H12NO3 in total. The level of theory is ωB97M-V/def2-TZVPD.

## Properties
expectation value of S²: 0.75
net charge: 0
E_LUMO (alpha / beta): 0.67 / 0.52 eV
multiplicity: 2

Cartesian coordinates (Å):
C 0.9434 0.9273 -1.0805
C 1.7111 0.1156 -1.7386
N -0.3013 0.5436 -0.4119
H 1.1232 1.9947 -1.1465
H 2.6286 0.4527 -2.2123
H 1.3785 -0.9441 -1.7664
H -0.6693 -0.4346 -0.8536
H -0.2334 0.6552 0.5539
H -1.0515 1.1443 -0.6287
H -3.1105 -0.6112 0.9061
H -2.9893 0.9080 1.2384
O -2.7568 0.1554 0.5870
H 0.7230 1.0963 3.2056
H 0.0023 2.4859 2.6351
O 0.1840 1.5577 2.4958
H 0.8735 -3.2516 -1.4320
H 0.7627 -3.7707 0.1742
O 0.7819 -3.0246 -0.5255


The structure with the most favorable energy is #ii; the runner-up is 0.489 eV above it.